DFT (ωB97M-V with the def2-TZVPD basis set) results for a cluster of 2 separate species, C25H51IN3O3PS2 in total in a non-equilibrium geometry.

CARTESIAN COORDINATES (ANGSTROEM)
C1 1.69980 5.51114 3.43542
C2 1.65253 4.96812 2.03960
N1 0.92260 3.75733 1.55872
C3 -0.46578 3.84458 2.11886
S1 -1.33667 5.46256 1.60233
C4 -1.27997 2.51300 1.61826
P1 -1.24485 2.17373 -0.25128
O1 -1.05991 3.52276 -1.08020
N2 -0.72226 1.36553 2.49127
C5 -1.51050 0.15246 2.11486
C6 -1.71065 -1.02122 3.21290
C7 -3.34696 -1.22318 3.49564
I1 -0.68205 -0.88087 5.10662
C8 0.76248 1.27905 2.54040
S2 1.50296 -0.40330 2.05537
C9 1.60679 2.44561 1.72059
C10 3.20660 2.53050 2.20554
C11 4.20024 3.05807 0.96557
C12 5.36856 1.98230 0.56428
C13 5.05886 1.15948 -0.85369
C14 4.46542 -0.35057 -0.62071
O2 5.38451 -1.28950 0.04100
C15 5.07182 -1.47085 1.46710
C16 6.51810 -1.87285 2.19899
H1 2.33346 6.45860 3.76125
H2 1.06301 4.99238 4.29314
H3 2.32032 5.55628 1.24362
H4 -0.52681 3.84101 3.30829
H5 -2.68803 5.13085 1.27165
H6 -2.42252 2.71448 1.90283
H7 -0.08606 1.34169 -0.60354
H8 -2.39745 1.46880 -0.75440
H9 -1.05194 1.65173 3.46442
H10 -2.61335 0.54817 1.86874
H11 -1.18407 -0.37076 1.09171
H12 -1.38044 -2.04787 2.69925
H13 -3.56406 -2.03634 4.32120
H14 -3.91338 -0.21164 3.65029
H15 -3.76057 -1.69080 2.47807
H16 1.09196 1.41853 3.68035
H17 1.25567 -0.69102 0.70369
H18 1.69874 1.99204 0.61576
H19 3.64861 1.44792 2.45341
H20 3.35536 3.13670 3.19860
H21 3.50720 3.18715 0.00653
H22 4.70533 4.08842 1.19573
H23 5.66573 1.28026 1.45172
H24 6.34354 2.62800 0.32298
H25 4.35605 1.76970 -1.57951
H26 6.10406 1.02927 -1.40954
H27 3.42441 -0.23670 -0.09751
H28 4.23794 -0.81723 -1.69565
H29 4.59900 -0.54003 1.99580
H30 4.31720 -2.37374 1.66574
H31 6.37766 -2.46219 3.20041
H32 7.07268 -2.59834 1.43045
H33 7.23714 -0.92991 2.30512
C17 -4.63557 -4.41086 -2.58870
C18 -3.28386 -3.67929 -2.43573
C19 -2.37933 -3.99169 -3.65656
C20 -2.80899 -3.34383 -4.96843
C21 -3.57415 -2.03879 -4.78717
C22 -3.31818 -1.31492 -3.44050
N3 -3.63719 -2.25001 -2.34695
O3 -3.46417 -1.69625 -1.08703
C23 -4.31388 -0.12433 -3.39035
C24 -1.88316 -0.74080 -3.42280
C25 -2.56042 -4.29801 -1.20475
H34 -5.27950 -4.23835 -1.72023
H35 -4.49476 -5.49487 -2.68087
H36 -5.18573 -4.07752 -3.47338
H37 -1.35312 -3.67132 -3.43798
H38 -2.31035 -5.07896 -3.81083
H39 -1.91631 -3.16822 -5.58173
H40 -3.43093 -4.04212 -5.54072
H41 -3.35059 -1.37421 -5.63207
H42 -4.64543 -2.26186 -4.87473
H43 -5.35118 -0.47898 -3.35461
H44 -4.21478 0.50904 -4.28084
H45 -4.14701 0.51818 -2.51766
H46 -1.73474 -0.05158 -4.26452
H47 -1.11142 -1.51212 -3.50199
H48 -1.68364 -0.17037 -2.50939
H49 -2.39380 -5.37338 -1.35061
H50 -3.14680 -4.19693 -0.28512
H51 -1.57908 -3.83690 -1.04184

Atomic forces in eV per Å
-0.7 -1.9 -3.2
1.9 2.7 3.6
-0.5 2.1 2.4
-1.1 -1.6 -0.2
-0.5 -0.7 0.0
-0.7 1.9 1.1
1.5 4.4 -4.5
-0.8 -3.9 3.0
-2.1 0.9 0.5
-2.6 -2.2 -1.3
-1.9 -1.7 -1.5
0.2 -0.7 -1.4
-0.2 0.3 -0.6
3.4 0.6 0.8
-0.6 0.4 0.2
1.3 -1.7 -1.8
0.8 -0.7 0.1
-0.7 -0.2 -0.4
0.8 0.9 -1.0
1.1 -0.7 0.4
-0.8 0.5 -1.7
-2.0 1.6 1.4
1.0 -1.0 1.5
0.2 -0.2 -1.3
-1.5 -2.2 -1.2
1.5 1.2 -2.0
-1.7 -1.6 1.7
0.2 -0.2 -2.3
1.9 -0.3 0.4
2.5 -0.8 -0.4
-1.1 0.1 1.0
0.5 -0.1 1.1
0.6 -0.7 -1.2
2.4 -0.8 0.7
-0.3 1.4 2.2
-0.4 2.4 1.3
0.6 2.0 -1.5
1.2 -1.9 0.1
0.8 1.1 2.1
-0.8 -0.7 -2.5
-0.2 1.1 1.1
-0.2 0.9 2.3
-1.5 2.2 -0.6
-0.5 -0.9 -2.1
1.5 -0.1 2.0
-1.2 -2.0 -0.3
-0.7 1.2 -1.8
-2.1 -1.4 0.6
1.3 -1.2 1.6
-2.3 0.3 1.2
2.0 -0.5 -0.6
0.6 1.0 2.3
0.9 -1.5 -1.3
1.5 1.8 -0.8
0.2 1.4 -1.9
-1.3 1.5 1.7
-1.7 -2.0 0.0
0.0 -0.5 -0.1
0.0 -0.6 -0.4
0.1 -0.1 0.1
0.1 -0.2 -0.3
-0.3 0.1 0.0
-0.2 -0.3 -0.2
-0.1 0.5 0.0
0.5 0.5 0.6
0.1 0.0 0.1
0.2 0.2 -0.1
-0.1 0.5 0.1
0.2 0.2 -0.1
0.0 -0.1 0.0
0.2 0.1 0.1
-0.2 0.0 0.2
-0.1 0.1 0.2
-0.1 -0.1 0.1
0.1 0.1 0.0
0.0 0.1 0.2
0.1 0.2 0.3
0.3 -0.1 0.1
0.1 -0.1 0.0
0.0 -0.3 0.0
-0.1 -0.1 0.1
-0.1 0.0 0.0
-0.2 -0.2 0.1
-0.1 0.2 -0.3
0.1 0.2 -0.2
-0.2 0.1 0.0

The value obtained for the total energy is -76409.02131 eV. The energy relative to the best compared isomer or geometry (same formula, charge and spin) is 510.3 kJ/mol. The multiplicity is 1.